Molecular formula: C21H68N16O12
Method: DFT, ωB97M-V/def2-TZVPD

Geometry as XYZ:
```
117
Properties=species:S:1:pos:R:3:forces:R:3
C -11.1058 -12.7573 7.7255 0.253 -2.783 -0.815
O -11.8754 -14.0012 7.6170 0.289 0.680 0.115
C -11.2526 -15.1303 8.2092 0.442 -0.276 -1.282
C -12.1290 -16.4082 8.0186 3.059 0.584 0.046
C -11.3360 -17.5739 8.6028 0.526 -0.878 -0.479
N -12.4030 -16.6198 6.6255 -0.754 0.039 -0.613
H -10.1222 -12.9118 7.2167 -0.533 0.253 0.469
H -10.9756 -12.5921 8.7720 0.199 0.723 0.679
H -11.6697 -12.0284 7.1885 -0.346 0.656 -0.030
H -10.2353 -15.2804 7.7530 -0.718 -0.127 -0.241
H -10.9695 -14.9673 9.2371 -0.481 0.199 0.844
H -12.9939 -16.3054 8.6144 -1.478 0.308 0.168
H -10.3087 -17.5491 8.1363 -0.780 -0.102 0.695
H -11.8297 -18.4993 8.1858 0.519 0.703 1.021
H -11.2649 -17.5496 9.7226 -0.018 -0.252 -0.976
H -11.5862 -16.7901 6.0164 -0.570 -0.091 0.892
H -13.1139 -17.3514 6.5267 0.439 0.357 -0.273
C -11.0115 -26.7690 5.6248 -1.030 2.320 0.159
O -11.0359 -25.3241 5.9260 -0.172 -0.978 0.008
C -11.4067 -24.5187 4.8120 1.660 -0.134 -0.310
C -10.9232 -23.0654 5.0228 0.343 -0.649 0.726
C -11.5567 -22.2126 3.9883 -0.643 1.032 -1.369
N -9.4790 -22.9628 5.1233 0.244 -1.708 -1.011
H -12.0206 -27.1127 5.3650 0.186 0.163 -0.634
H -10.8162 -27.3114 6.5267 0.759 0.002 0.548
H -10.2668 -26.8541 4.8532 0.153 -0.802 -0.364
H -10.8810 -24.8681 3.8911 -0.286 -0.015 0.390
H -12.4746 -24.5697 4.6284 -0.365 0.107 0.080
H -11.2490 -22.7470 5.9820 -1.275 0.244 1.020
H -11.2637 -22.4678 2.9458 -0.141 -0.122 0.630
H -11.3777 -21.1077 4.0548 0.017 -0.931 0.378
H -12.6364 -22.4081 4.1133 0.241 0.440 -0.417
H -9.1419 -22.0388 5.1467 0.163 1.304 -0.045
H -9.1710 -23.4207 5.9621 0.139 -0.245 0.214
N -14.2581 -19.6151 10.3117 1.825 0.874 -2.649
C -14.3874 -20.1952 8.9535 -0.293 0.151 3.863
N -14.9765 -21.3853 9.1121 -1.224 -2.305 -0.213
O -13.9857 -19.7254 7.9322 0.440 0.875 -1.033
H -15.0348 -19.7125 10.9073 -0.990 -0.159 0.495
H -13.8448 -18.6735 10.3453 -0.405 -0.805 -0.213
H -15.0662 -21.8387 10.0242 0.232 0.760 -0.569
H -15.3844 -21.9534 8.3526 0.538 0.704 0.223
N -16.9527 -13.7473 1.4481 -2.315 1.048 -1.559
C -15.9845 -14.1073 2.2033 3.672 -1.119 2.761
N -15.8163 -13.3922 3.3804 -0.709 -0.201 -0.897
O -15.1769 -15.0317 1.9088 -0.285 0.253 -0.366
H -17.3074 -14.3728 0.7276 -0.060 0.061 -0.216
H -17.4228 -12.9057 1.7273 -0.492 -0.085 -0.287
H -16.7165 -13.1533 3.7831 0.260 0.160 0.323
H -15.1356 -13.7474 4.0392 0.223 -0.099 0.024
N -17.2384 -19.4270 3.4114 -1.076 0.628 -0.050
C -17.6897 -20.3950 2.5680 1.103 0.075 0.698
N -18.9994 -20.2112 2.1606 1.053 -0.968 -0.845
O -16.9693 -21.3234 2.2137 -0.695 0.421 -0.119
H -16.3326 -19.5135 3.7721 1.385 -0.276 0.473
H -17.7434 -18.6036 3.7358 -0.090 -0.470 -0.384
H -19.3347 -21.1034 1.8528 -0.572 -0.242 -0.173
H -19.5389 -19.7751 2.8560 -1.058 0.585 0.704
N -12.0567 -14.5484 0.2201 -1.433 1.056 0.605
C -12.1305 -15.9196 0.1213 1.315 0.601 -0.151
N -13.3453 -16.5047 -0.0210 0.262 -0.430 0.015
O -11.0498 -16.5193 0.0648 -0.522 -0.214 -0.367
H -12.7887 -14.0183 0.6691 -0.998 -0.504 -0.381
H -11.2491 -14.1053 0.6045 1.185 -0.812 -0.231
H -14.2010 -15.9788 0.1400 0.369 -0.219 -0.048
H -13.3480 -17.5180 -0.2005 -0.120 1.060 0.198
N -16.8328 -15.3851 6.1515 0.877 -0.064 -0.232
C -17.6492 -15.1981 5.0504 -0.140 1.125 0.163
N -17.5730 -16.2108 4.1087 0.104 0.207 -0.324
O -18.3779 -14.2044 4.9180 0.524 -1.055 0.049
H -15.9371 -15.8741 5.9615 -0.853 0.198 0.236
H -16.7198 -14.5776 6.7691 -0.324 -0.425 -0.587
H -17.8633 -15.9121 3.1602 0.412 -0.421 1.021
H -16.7054 -16.7551 4.1958 -0.330 0.267 -0.384
N -13.5264 -19.1692 4.2679 -0.282 -0.933 2.151
C -14.1318 -17.9710 4.1345 0.397 0.385 -0.069
N -13.7701 -17.2813 3.0534 0.006 0.560 -1.755
O -14.8911 -17.5429 5.0062 -0.625 0.074 0.047
H -13.4979 -19.5147 5.2259 -0.223 -0.087 -0.427
H -13.0373 -19.6998 3.5947 0.510 0.036 -0.914
H -13.1242 -17.6742 2.3751 0.038 -0.144 0.348
H -14.2946 -16.4779 2.7042 -0.024 -0.016 0.613
N -16.6510 -17.3727 0.9672 -1.180 2.354 -1.607
C -17.8232 -16.9794 0.2502 0.803 -0.593 1.065
N -18.8134 -17.9350 0.1729 0.592 0.226 -0.186
O -18.0344 -15.8280 -0.1819 0.768 -1.484 0.660
H -16.4484 -18.3312 1.1849 -0.037 -0.012 -0.016
H -15.9215 -16.6228 1.0209 -0.978 -1.101 0.282
H -18.7573 -18.9372 0.3295 0.559 0.545 0.327
H -19.5289 -17.6680 -0.4557 -0.709 0.301 -0.468
C -11.2108 -13.4880 4.2851 -0.600 -0.323 -0.413
C -12.4021 -14.4594 4.1591 0.197 1.242 -0.760
O -13.3852 -14.1136 5.0777 -1.092 0.477 0.363
H -11.4761 -12.4512 4.3675 -0.938 0.537 0.159
H -10.5733 -13.4503 3.4183 0.683 -0.699 -0.247
H -10.7046 -13.7064 5.2063 0.711 -0.313 0.199
H -12.1103 -15.4711 4.3407 0.511 -0.747 -0.075
H -12.9035 -14.4389 3.1793 0.383 0.127 0.092
H -13.0053 -14.2192 5.9559 0.003 -0.246 0.472
C -15.4737 -23.0356 5.2520 1.094 0.142 1.260
C -16.7612 -22.9581 5.9802 -1.054 0.598 0.321
O -16.6196 -23.0371 7.4070 0.211 0.119 -0.073
H -15.1224 -24.0764 5.2387 0.226 0.440 -0.265
H -14.7393 -22.3721 5.7780 -0.346 -0.582 -0.553
H -15.6883 -22.6187 4.2856 0.351 -0.146 -0.767
H -17.3881 -23.7826 5.6879 -0.522 -0.275 -0.367
H -17.2347 -22.0073 5.6746 -0.125 -0.272 0.425
H -17.4886 -22.9229 7.8098 0.122 -0.038 -0.128
C -8.9093 -17.5849 2.4425 -0.634 0.468 0.911
C -10.3152 -18.1815 2.7103 0.780 0.711 0.215
O -11.0477 -18.5609 1.5875 -0.242 -0.323 -0.894
H -8.1496 -18.3612 2.4237 0.100 0.040 -0.691
H -8.6660 -16.9835 3.3337 0.007 -0.124 -0.133
H -8.9043 -16.8558 1.6142 0.095 -0.713 0.054
H -10.8713 -17.4393 3.2972 -0.158 0.048 0.048
H -10.1951 -19.0618 3.3410 -0.053 -0.106 0.102
H -10.9183 -17.9053 0.8383 -0.160 -0.409 0.907
```
Forces are in eV/Å.

Calculated values
Energy: -2620.14012 hartree
Multiplicity: 1
Strongest force on any atom: 0.0919 hartree/bohr
SMILES: COC[C@H](C)N.COC[C@H](C)N.NC(N)=O.NC(N)=O.NC(N)=O.NC(N)=O.NC(N)=O.NC(N)=O.NC(N)=O.CCO.CCO.CCO
HOMO: -0.3247 Ha

Löwdin population analysis, charges in e, atoms 1 to 8: -0.053, -0.234, -0.203, -0.432, -0.084, 0.072, 0.094, 0.075